(1)
DFT (ωB97M-V/def2-TZVPD) results for a molecular structure, C29H24BrCl4F6IN2O5PSSbTl.

- Total charge: 0
- Orbital gap (spin up / spin down): 6.4 / 4.2 eV
- Multiplicity: 2

Element x y z (Å)
Tl: 0.550 -0.068 0.123
Cl: -0.346 3.099 -6.219
C: -0.063 1.972 -4.956
C: -0.012 0.626 -5.268
C: 0.232 -0.307 -4.278
I: 0.335 -2.344 -4.686
C: 0.445 0.078 -2.921
O: 0.725 -0.759 -2.034
C: 0.342 1.498 -2.608
N: 0.489 1.847 -1.320
C: 0.427 3.120 -0.979
C: 0.217 4.133 -1.922
C: 0.055 3.799 -3.240
C: 0.106 2.443 -3.618
H: -0.151 0.301 -6.289
H: 0.548 3.368 0.068
H: 0.184 5.161 -1.592
H: -0.112 4.554 -3.995
O: 7.043 0.450 0.052
C: 5.706 0.426 0.078
C: 4.924 1.545 0.368
C: 3.554 1.420 0.343
N: 2.939 0.268 0.059
C: 3.692 -0.805 -0.173
Br: 2.770 -2.433 -0.448
C: 5.068 -0.785 -0.187
H: 7.379 1.326 0.266
H: 5.372 2.497 0.621
H: 2.915 2.264 0.581
H: 5.643 -1.677 -0.384
Cl: -4.257 -2.248 0.806
C: -3.651 -1.109 -0.380
Cl: -3.556 0.461 2.049
Cl: -4.005 -1.813 -1.968
C: -2.116 -0.927 -0.353
O: -1.298 -1.840 -0.323
O: -1.801 0.321 -0.434
C: -3.048 -4.923 9.281
C: -2.693 -3.996 8.155
O: -3.216 -3.965 7.079
S: -1.313 -2.919 8.603
C: -0.874 -2.246 7.019
C: 0.376 -2.564 6.498
C: 0.710 -2.146 5.224
C: -0.208 -1.410 4.471
C: -1.434 -1.044 5.025
C: -1.768 -1.464 6.301
C: 0.100 -1.073 3.119
C: 0.390 -0.859 1.969
H: -4.125 -5.083 9.304
H: -2.697 -4.538 10.236
H: -2.565 -5.883 9.092
H: 1.067 -3.151 7.087
H: 1.669 -2.398 4.790
H: -2.117 -0.434 4.450
H: -2.721 -1.195 6.731
F: 0.294 1.940 1.557
Sb: 0.620 3.147 3.067
F: -0.570 4.296 2.127
F: -0.779 2.322 4.005
F: 0.952 4.422 4.403
F: 1.876 1.889 3.708
F: 2.026 3.843 1.957
C: -5.938 0.667 0.198
P: -4.132 0.861 -0.047
C: -4.250 1.252 -1.890
C: -3.756 2.629 0.386
H: -6.452 1.596 -0.055
H: -6.174 0.396 1.223
H: -6.286 -0.121 -0.470
H: -4.804 2.189 -1.964
H: -4.801 0.492 -2.429
H: -3.266 1.388 -2.337
H: -3.953 3.304 -0.446
H: -2.715 2.712 0.694
H: -4.377 2.894 1.239

---

(2)
DFT (ωB97M-V/def2-TZVPD) results for a molecular structure, C29H24BrCl4F6IN2O5PSSbTl.

- Total charge: 0
- Orbital gap (spin up / spin down): 6.3 / 6.6 eV
- Multiplicity: 2

Element x y z (Å)
Tl: -1.197 -1.122 -0.459
Cl: 1.959 3.462 4.861
C: 1.541 2.002 4.029
C: 1.896 0.815 4.588
C: 1.591 -0.374 3.904
I: 1.856 -2.143 4.985
C: 1.006 -0.376 2.658
O: 0.782 -1.589 2.047
C: 0.481 0.851 2.141
N: -0.386 0.868 1.089
C: -0.949 1.995 0.743
C: -0.649 3.241 1.326
C: 0.224 3.266 2.362
C: 0.775 2.049 2.839
H: 2.392 0.784 5.546
H: -1.670 1.948 -0.063
H: -1.108 4.135 0.932
H: 0.485 4.190 2.856
O: -5.734 -3.081 4.288
C: -4.686 -2.515 3.658
C: -3.363 -2.723 4.040
C: -2.369 -2.102 3.313
N: -2.605 -1.308 2.264
C: -3.870 -1.112 1.944
Br: -4.189 0.071 0.488
C: -4.955 -1.683 2.580
H: -5.431 -3.623 5.025
H: -3.114 -3.356 4.883
H: -1.327 -2.238 3.578
H: -5.970 -1.493 2.264
Cl: 3.120 -3.534 -4.356
C: 1.860 -3.524 -3.032
Cl: 1.003 -5.078 -3.075
Cl: 2.163 -1.716 -1.016
C: 0.820 -2.425 -3.423
O: -0.291 -2.640 -3.776
O: 1.222 -1.104 -3.298
C: 9.269 -0.286 -6.372
C: 8.069 -0.374 -5.464
O: 7.824 -1.318 -4.768
S: 7.053 1.100 -5.559
C: 5.665 0.645 -4.563
C: 4.395 0.689 -5.124
C: 3.302 0.236 -4.411
C: 3.467 -0.275 -3.120
C: 4.736 -0.224 -2.533
C: 5.825 0.232 -3.244
C: 2.308 -0.897 -2.504
C: 1.831 -0.196 -0.416
H: 10.166 -0.498 -5.791
H: 9.356 0.689 -6.848
H: 9.175 -1.056 -7.137
H: 4.264 1.058 -6.133
H: 2.320 0.264 -4.861
H: 4.877 -0.564 -1.515
H: 6.802 0.258 -2.783
F: 1.191 1.864 -2.408
Sb: -0.492 2.419 -3.053
F: -0.571 3.586 -1.551
F: -1.251 0.967 -2.000
F: 0.329 3.740 -4.108
F: -0.516 1.280 -4.552
F: -2.277 2.919 -3.396
C: 3.336 -2.772 1.871
P: 1.769 -2.468 1.038
C: 2.381 -3.259 -1.687
C: 0.739 -3.957 1.144
H: 3.169 -3.510 2.653
H: 3.727 -1.854 2.307
H: 4.051 -3.176 1.151
H: 2.794 -4.109 -1.157
H: 3.511 -1.545 -0.771
H: 0.728 -1.837 -1.191
H: 1.372 -4.833 1.292
H: 0.152 -4.108 0.239
H: 0.089 -3.833 2.008

---

The winner here is (1), beating the second structure by 1447.4 kJ/mol.

---

(1)
DFT (ωB97M-V/def2-TZVPD) results for C14H14N2O3S in the gas phase.

- SMILES: COC(=O)c1cnc(SCC(=O)c2ccccc2)n1C
- Total charge: 0
- Orbital gap: 8.8 eV
- Multiplicity: 1

Element x y z (Å)
C: 0.887 -4.615 -0.852
H: 1.634 -5.037 -0.177
H: 1.391 -4.262 -1.754
H: 0.134 -5.357 -1.101
O: 0.196 -3.548 -0.221
C: 0.960 -2.518 0.180
O: 2.160 -2.482 0.019
C: 0.148 -1.482 0.796
C: -1.225 -1.411 0.947
N: -1.574 -0.251 1.526
C: -0.442 0.393 1.731
N: 0.637 -0.299 1.313
C: 2.002 0.134 1.413
H: 2.357 0.036 2.441
H: 2.616 -0.483 0.761
H: 2.067 1.183 1.118
S: -0.334 2.003 2.374
C: -1.931 2.621 1.762
C: -2.280 2.183 0.344
O: -3.436 2.044 0.034
C: -1.158 1.939 -0.593
C: -0.001 2.714 -0.606
C: 1.036 2.389 -1.462
C: 0.934 1.289 -2.299
C: -0.226 0.532 -2.310
C: -1.274 0.863 -1.473
H: -2.185 0.283 -1.462
H: -0.314 -0.317 -2.971
H: 1.756 1.028 -2.949
H: 1.931 2.993 -1.472
H: 0.085 3.576 0.038
H: -1.866 3.710 1.808
H: -2.723 2.283 2.431
H: -1.963 -2.134 0.666

---

(2)
DFT (ωB97M-V/def2-TZVPD) results for C14H14N2O3S in the gas phase.

- SMILES: CCOc1ccc(NC(=O)OCC#CCSC#N)cc1
- Total charge: 0
- Orbital gap: 8.6 eV
- Multiplicity: 1

Element x y z (Å)
N: -2.128 4.745 -7.647
O: 2.116 1.187 0.041
C: -1.245 4.461 -6.962
C: 0.739 3.842 -2.200
C: -0.002 3.931 -3.151
O: 0.775 3.033 0.036
O: -0.369 -3.906 3.488
S: 0.099 3.959 -5.845
C: 1.066 1.760 0.320
C: -1.284 -1.850 2.745
C: 1.087 -2.189 2.468
C: -1.196 -0.623 2.086
C: 1.176 -0.934 1.839
C: -0.162 -2.684 2.898
C: 0.033 -0.112 1.657
N: 0.024 1.137 1.006
C: 1.536 3.713 -0.970
C: -0.892 4.063 -4.306
C: -0.482 -4.979 1.274
C: 0.030 -5.038 2.709
H: -2.290 -2.206 3.076
H: 1.997 -2.769 2.657
H: -2.051 0.007 2.023
H: 2.176 -0.611 1.533
H: -0.867 1.691 1.050
H: 2.530 3.298 -1.228
H: 1.810 4.715 -0.635
H: -1.661 3.292 -4.238
H: -1.436 5.021 -4.265
H: -0.476 -5.980 0.771
H: 0.111 -4.270 0.714
H: -1.569 -4.654 1.233
H: 1.110 -5.104 2.630
H: -0.305 -5.945 3.191

---

The winner here is (1), beating the second structure by 306.7 kJ/mol.